Below is C32H38Ge2N4O6S2ScSe as an isolated structure in a non-equilibrium geometry, with properties calculated with ωB97M-V with the def2-TZVPD basis set.

Geometry as XYZ:
```
86
Properties=species:S:1:pos:R:3
Sc -0.187 0.701 0.528
O -0.226 -4.677 3.157
C 1.005 -4.196 3.259
O 1.898 -4.814 3.783
C 1.241 -2.865 2.653
C 2.439 -2.166 2.690
N 2.268 -1.045 1.979
N 1.030 -0.970 1.481
C 0.393 -2.061 1.886
C -1.032 -2.130 1.429
O -1.810 -2.983 1.857
O -1.282 -1.244 0.557
H -0.849 -4.076 2.676
H 3.377 -2.414 3.157
H 2.900 -0.284 1.790
S -2.098 1.737 -0.990
C -3.446 1.418 -0.031
N -3.690 0.293 0.604
C -4.766 0.306 1.579
C -5.695 1.452 1.177
S -4.674 2.616 0.226
H -2.976 -0.441 0.580
H -4.334 0.454 2.573
H -5.295 -0.645 1.554
H -6.096 1.958 2.052
H -6.522 1.095 0.564
C 1.601 -1.393 -5.942
Ge 1.702 -0.179 -4.375
C 3.584 -0.063 -3.795
C 0.948 1.585 -4.868
Ge 0.381 -1.062 -2.569
C -1.544 -1.117 -2.925
C -1.946 -0.478 -4.098
C -3.267 -0.494 -4.517
C -4.215 -1.168 -3.766
C -3.833 -1.822 -2.603
C -2.514 -1.796 -2.183
C 1.107 -2.526 -1.497
C 0.323 -3.626 -1.165
C 0.848 -4.687 -0.436
C 2.173 -4.660 -0.038
C 2.970 -3.570 -0.370
C 2.441 -2.514 -1.092
H 2.230 -1.023 -6.753
H 0.583 -1.471 -6.324
H 1.947 -2.396 -5.694
H 4.142 0.540 -4.513
H 4.038 -1.054 -3.771
H 3.679 0.407 -2.819
H 1.752 2.306 -5.014
H 0.296 1.983 -4.090
H 0.388 1.518 -5.799
H -1.224 0.068 -4.696
H -3.550 0.021 -5.425
H -5.248 -1.188 -4.090
H -4.567 -2.355 -2.012
H -2.259 -2.293 -1.257
H -0.718 -3.671 -1.475
H 0.220 -5.528 -0.176
H 2.581 -5.478 0.542
H 4.007 -3.545 -0.060
H 3.076 -1.664 -1.331
C 3.237 5.542 3.766
C 2.129 4.561 3.533
C 2.131 3.318 4.145
C 1.098 2.409 3.956
C 1.136 1.091 4.670
C 0.031 2.748 3.118
Se -1.369 1.465 2.829
C -0.002 4.008 2.501
C -1.129 4.429 1.607
C 1.050 4.887 2.719
H 4.147 5.047 4.105
H 2.958 6.276 4.526
H 3.473 6.094 2.855
H 2.955 3.045 4.794
H 1.974 1.050 5.367
H 1.222 0.243 3.985
H 0.212 0.916 5.221
H -1.149 3.852 0.680
H -1.037 5.482 1.348
H -2.101 4.264 2.079
H 1.025 5.856 2.233
O 1.718 1.501 0.304
N 1.972 0.893 -0.775
O 0.617 0.401 -1.341
```

Computed properties:
- Frontier orbital gap (alpha / beta): 7.78 / 7.77 eV
- Spin multiplicity: 2
- ⟨S²⟩: 0.75
- Energy above the lowest of the compared OMol25 structures with the same formula, charge and spin: 11.9 kcal/mol
- F_max: 1.77 eV Å⁻¹
- Highest occupied orbital energy (alpha / beta): -7.6 / -7.6 eV

Atom charges from the Löwdin analysis, given in e for atoms 1 to 8: number 1, Sc, carries 0.69; number 2, O, carries 0.13; number 3, C, carries -0.50; number 4, O, carries 0.10; number 5, C, carries -0.05; number 6, C, carries 0.02; number 7, N, carries 0.07; number 8, N, carries 0.03